Version a
Here is one molecule with the formula C5H10N2S from the Open Molecules 2025 dataset. Energies are from ωB97M-V/def2-TZVPD.

Values from the calculation:
Highest occupied orbital energy: -8.25 eV
Orbital gap: 9.1 eV
SMILES string: C[C@@H]1CCSC=NN1
LUMO level: 0.9 eV

Geometry (Å):
S (2.6269, -0.2042, -0.0408)
N (0.4305, -1.8304, 0.1020)
N (-0.1719, -0.9340, 1.0186)
C (-1.9793, -0.2582, -0.4991)
C (-0.8304, 0.2277, 0.4001)
C (1.6017, -1.5653, -0.3509)
C (0.1553, 1.1440, -0.3275)
C (1.5343, 1.2052, 0.3697)
H (-1.2038, 0.7025, 1.3220)
H (-1.6256, -0.6861, -1.4536)
H (-2.5977, 0.6054, -0.7614)
H (-0.2206, 2.1522, -0.3615)
H (-0.9408, -1.4479, 1.3780)
H (1.4368, 1.2631, 1.4882)
H (2.1064, 2.0980, 0.0941)
H (0.2253, 0.9062, -1.3676)
H (-2.5748, -1.0678, 0.0035)
H (2.0279, -2.3104, -1.0136)

=====

Version b
Here is one molecule with the formula C5H10N2S from the Open Molecules 2025 dataset. Energies are from ωB97M-V/def2-TZVPD.

Values from the calculation:
Highest occupied orbital energy: -8.81 eV
Orbital gap: 9.6 eV
SMILES string: C/C(=N/S)N1C[C@@H]1C
LUMO level: 0.8 eV

Geometry (Å):
S (-0.4962, 1.8886, -1.8351)
N (0.9171, 1.5294, -0.9885)
N (0.1625, -0.0471, 0.7343)
C (2.6319, 0.4279, 0.1701)
C (1.1350, 0.7105, -0.1269)
C (-1.0111, -0.5811, -0.0089)
C (-1.2017, 0.4949, 0.9189)
C (-1.5459, -2.0122, 0.3952)
H (-1.1514, -3.0053, -0.0881)
H (0.0728, 2.3209, -2.9966)
H (2.9289, 0.9489, 1.0677)
H (-2.6302, -2.0406, 0.1995)
H (-1.2974, -0.3388, -1.0570)
H (-1.4034, -2.0775, 1.3558)
H (-1.3487, 1.4890, 0.5688)
H (2.6829, -0.7183, 0.4028)
H (-1.7993, 0.2512, 1.8651)
H (3.3544, 0.7595, -0.5769)

=====

Version c
Here is one molecule with the formula C5H10N2S from the Open Molecules 2025 dataset. Energies are from ωB97M-V/def2-TZVPD.

Values from the calculation:
Highest occupied orbital energy: -8.06 eV
Orbital gap: 8.8 eV
SMILES string: CN1CCN(C)C1=S
LUMO level: 0.7 eV

Geometry (Å):
S (-1.7293, -0.7766, -0.7985)
N (-0.1645, 1.1085, 0.3621)
N (0.8585, -0.7807, -0.0666)
C (-1.2697, 1.8950, 0.8089)
C (1.9131, 0.0718, 0.5014)
C (1.1924, 1.3865, 0.8067)
C (-0.3236, -0.1382, -0.1565)
C (1.1418, -2.0216, -0.7202)
H (2.7136, 0.1761, -0.2293)
H (-1.4223, 1.7931, 1.9167)
H (-1.1297, 2.9455, 0.5444)
H (1.7032, 2.2626, 0.2745)
H (2.1640, -2.3874, -0.4523)
H (0.3584, -2.7563, -0.5042)
H (2.3711, -0.4003, 1.3932)
H (1.1628, 1.6182, 1.9092)
H (-2.1647, 1.6388, 0.2027)
H (1.1319, -1.9207, -1.7892)

=====

Version d
Here is one molecule with the formula C5H10N2S from the Open Molecules 2025 dataset. Energies are from ωB97M-V/def2-TZVPD.

Values from the calculation:
Highest occupied orbital energy: -9.01 eV
Orbital gap: 9.6 eV
SMILES string: [H]/N=C(N)/C=C\[C@@H](C)S
LUMO level: 0.6 eV

Geometry (Å):
S (2.0037, -0.8172, -0.5258)
N (-1.2026, -1.2924, 0.3225)
N (-3.1542, 0.0069, 0.0203)
C (1.1199, 0.5116, 1.6759)
C (1.3615, 0.7379, 0.2022)
C (-1.8836, -0.1677, -0.0933)
C (0.1806, 1.3221, -0.5747)
C (-1.1125, 0.9668, -0.6719)
H (2.1895, 1.4756, 0.0620)
H (-0.2910, -1.4790, -0.1437)
H (0.3081, -0.2440, 1.8162)
H (2.1262, -0.3933, -1.8280)
H (-1.7837, 1.5734, -1.1729)
H (0.7949, 1.4799, 2.1289)
H (-1.7874, -2.1454, 0.4408)
H (-3.6030, -0.7937, 0.4413)
H (0.4539, 2.2227, -1.1516)
H (2.0345, 0.1531, 2.1903)

=====

Energy comparison, zero being the most stable, in kcal/mol: version a 32.6; version b 77.6; version c 0.0; version d 16.9.

=====

Version a
Here is C5H10N2S as an isolated structure from the Open Molecules 2025 dataset. Energies are from ωB97M-V/def2-TZVPD.

Values from the calculation:
Highest occupied orbital energy: -8.25 eV
Orbital gap: 8.4 eV
LUMO level: 0.1 eV

Geometry (Å):
S (-0.8463, 2.4919, 1.9263)
N (0.5150, -1.3175, 1.6585)
N (-0.2493, -0.1282, 1.3179)
C (-0.3968, 0.9084, 2.2535)
C (-0.1366, -0.0874, -2.2621)
C (0.9871, -0.0821, -1.1214)
C (-0.1042, 0.3731, -0.1391)
C (-1.0959, -0.2862, -1.1247)
H (1.4263, -1.0302, -0.7826)
H (-0.1793, 1.5873, -0.1613)
H (-1.3302, -1.3103, -0.8321)
H (1.7773, -0.9040, 1.5514)
H (-0.0282, 0.8429, 3.3977)
H (-2.0564, 0.3897, -1.2002)
H (1.9268, 0.5605, -1.3545)
H (0.1830, -1.9986, 2.4306)
H (-0.1859, -0.9652, -2.8795)
H (-0.2062, 0.9560, -2.6784)

=====

Version b
Here is one molecule with the formula C5H10N2S from the Open Molecules 2025 dataset. Energies are from ωB97M-V/def2-TZVPD.

Values from the calculation:
Highest occupied orbital energy: -9.01 eV
Orbital gap: 9.7 eV
SMILES string: C[C@H]1CCN=CN1S
LUMO level: 0.7 eV

Geometry (Å):
S (2.4890, -1.0766, 0.3061)
N (-1.2914, -1.9524, -0.0518)
N (0.8548, -0.7704, -0.2871)
C (1.0040, 1.7025, -0.1831)
C (-1.1811, 0.5799, 0.0236)
C (-1.9676, -0.7080, 0.3362)
C (0.3273, 0.4625, 0.3611)
C (-0.0284, -1.9137, -0.3314)
H (-2.1815, -0.8307, 1.3948)
H (1.0443, 1.7314, -1.2742)
H (-1.4701, 1.5047, 0.6326)
H (2.0543, 1.7475, 0.1987)
H (-2.9700, -0.7147, -0.2567)
H (3.1144, -0.9677, -0.8788)
H (-1.2206, 1.0395, -1.1008)
H (0.3962, 0.4027, 1.4569)
H (0.4432, 2.6180, 0.0716)
H (0.5832, -2.8544, -0.4177)

=====

Version c
Here is one molecule with the formula C5H10N2S from the Open Molecules 2025 dataset. Energies are from ωB97M-V/def2-TZVPD.

Values from the calculation:
Highest occupied orbital energy: -8.87 eV
Orbital gap: 9.8 eV
SMILES string: SCCC1=NNCC1
LUMO level: 0.9 eV

Geometry (Å):
S (2.2470, -0.1026, -2.1059)
N (0.9447, 0.0133, 1.1056)
N (0.4202, 1.2022, 1.7757)
C (0.2850, -1.4631, -0.6804)
C (0.0525, -0.3749, 0.3171)
C (0.5137, -0.8061, -1.9438)
C (-1.1346, 0.6074, 0.2821)
C (-1.1021, 1.0584, 1.7551)
H (-0.5713, -2.0584, -0.8973)
H (-1.6512, 2.0407, 1.8645)
H (-0.8436, 1.3535, -0.3948)
H (1.0721, -2.0191, -0.2310)
H (-1.5015, 0.1804, 2.4477)
H (-0.1258, 0.0464, -2.1626)
H (0.3278, -1.5369, -2.8457)
H (0.9549, 1.1360, 2.7101)
H (-2.0552, 0.2835, -0.0727)
H (2.1675, 0.4394, -0.9237)

=====

Energy comparison, zero being the most stable, in kcal/mol: version a 86.9; version b 0.0; version c 17.2.

=====

Version a
Here is one molecule with the formula C18H26N6O4 from the Open Molecules 2025 dataset. Energies are from ωB97M-V/def2-TZVPD.

Values from the calculation:
Highest occupied orbital energy: -8.81 eV
Orbital gap: 9.5 eV
SMILES string: Cc1n[nH]c(C)c1CC(=O)N1CC(=O)NC[C@H]1C(=O)N[C@H]1CCCN(C)C1=O
LUMO level: 0.6 eV

Geometry (Å):
O (1.7811, -0.9837, 2.2263)
O (2.3569, -3.2308, -0.5192)
O (0.5490, 4.5825, 1.4097)
O (-0.7250, 0.1147, -1.3529)
N (-0.0915, 1.2444, 0.4865)
N (-0.4751, 4.9714, -2.2781)
N (1.2871, -5.1826, -0.0995)
N (1.9747, 2.8901, 0.8529)
N (-1.1921, 5.4874, -1.2644)
N (0.4110, -1.6964, 0.5571)
C (-0.7733, -5.1984, 1.2795)
C (0.0511, -5.8902, 0.2114)
C (-0.0875, 2.7495, -3.2257)
C (-0.9283, -3.7244, 0.9462)
C (0.4521, -3.0870, 0.9236)
C (-0.9310, 1.0307, -0.5649)
C (2.2647, 1.4872, 1.1209)
C (-1.8763, 4.5614, -0.5647)
C (-2.6831, 4.9139, 0.6366)
C (1.4442, -3.8324, 0.0158)
C (-1.6008, 3.3553, -1.1714)
C (1.2151, 0.5812, 0.4738)
C (-0.2501, 2.3042, 1.4689)
C (0.7823, 3.4016, 1.2495)
C (1.1797, -0.7820, 1.1859)
C (2.2065, -5.9025, -0.9615)
C (-0.7159, 3.6742, -2.2369)
C (-2.0888, 1.9907, -0.7841)
H (0.0426, -1.4268, -0.3489)
H (2.7342, 3.5461, 0.7618)
H (-0.8256, 2.0804, -3.6697)
H (-2.7203, 2.0447, 0.1049)
H (-1.4091, -3.6065, -0.0311)
H (-0.5442, -5.9953, -0.7059)
H (-1.1128, 6.4666, -1.0571)
H (-3.3525, 4.0972, 0.9055)
H (-1.2381, 2.7434, 1.4226)
H (0.3866, 3.3315, -4.0134)
H (1.7969, -6.0187, -1.9699)
H (-1.5510, -3.2095, 1.6786)
H (-2.0259, 5.1215, 1.4835)
H (-3.3010, 5.7941, 0.4543)
H (0.6694, 2.1176, -2.7569)
H (1.4629, 0.4010, -0.5736)
H (2.3901, -6.8927, -0.5434)
H (-2.6852, 1.5374, -1.5758)
H (-0.2813, -5.3023, 2.2506)
H (2.3038, 1.2825, 2.1920)
H (0.8840, -3.1287, 1.9271)
H (-1.7427, -5.6930, 1.3520)
H (0.3178, -6.8995, 0.5325)
H (-0.1168, 1.8886, 2.4735)
H (3.2426, 1.2423, 0.7138)
H (3.1390, -5.3520, -1.0279)

=====

Version b
Here is one molecule with the formula C18H26N6O4 from the Open Molecules 2025 dataset. Energies are from ωB97M-V/def2-TZVPD.

Values from the calculation:
Highest occupied orbital energy: -8.97 eV
Orbital gap: 9.7 eV
SMILES string: Cc1n[nH]c(C)c1CC(=O)N1CC(=O)NC[C@H]1C(=O)N[C@H]1CCCN(C)C1=O
LUMO level: 0.7 eV

Geometry (Å):
O (4.3938, 1.3833, 3.7425)
O (-0.4627, 1.3198, 1.5820)
O (0.2541, 2.0660, -3.1215)
O (2.5657, 0.4735, -1.6654)
N (-1.1906, 0.7570, -4.2697)
N (0.3928, 0.3792, -1.0177)
N (-2.9003, -2.0721, 2.5219)
N (1.7185, 0.7649, 1.6366)
N (-2.0185, -2.8884, 1.9151)
N (4.0444, 2.1904, 1.6492)
C (-0.9809, -1.1260, 2.8724)
C (-2.3281, -1.0012, 3.1111)
C (-0.3289, 1.0106, -3.2471)
C (-0.1074, -0.1290, -2.2552)
C (0.1222, -0.2135, 3.2847)
C (-3.1222, 0.0318, 3.8208)
C (-1.7229, -1.5261, -3.4397)
C (-1.3504, -0.9764, -2.0763)
C (-1.3799, 1.7560, -5.2918)
C (-0.8420, -2.3202, 2.1270)
C (1.9796, 1.5392, 0.4213)
C (0.4538, 0.7190, 2.1310)
C (1.6890, 0.7305, -0.8643)
C (2.8811, 0.2112, 2.2958)
C (-2.0699, -0.3939, -4.3838)
C (0.4158, -2.9482, 1.6239)
C (3.4055, 2.0797, 0.3507)
C (3.8518, 1.3151, 2.6570)
H (3.3867, -0.5084, 1.6390)
H (-1.2014, 1.3220, -6.2793)
H (-0.2075, 0.4279, 4.1058)
H (0.9647, -0.7903, 3.6578)
H (-2.5742, -2.2047, -3.3781)
H (-0.6895, 2.5752, -5.1359)
H (0.6448, -3.8620, 2.1747)
H (4.0036, 1.4749, -0.3298)
H (-2.1715, -0.3786, -1.6638)
H (1.2664, -2.2726, 1.7261)
H (4.6692, 2.9559, 1.8445)
H (-3.9187, 0.4229, 3.1858)
H (-2.4904, 0.8727, 4.0974)
H (-0.8853, -2.1091, -3.8344)
H (-1.1568, -1.7769, -1.3654)
H (1.2909, 2.3852, 0.4059)
H (-2.0809, -0.7251, -5.4242)
H (3.3592, 3.0770, -0.0803)
H (-3.8810, -2.2831, 2.5052)
H (0.3327, -3.2124, 0.5708)
H (-0.2698, 0.7776, -0.3617)
H (2.6339, -0.2882, 3.2220)
H (0.6826, -0.7451, -2.6991)
H (-3.5760, -0.3643, 4.7318)
H (-2.4026, 2.1471, -5.2646)
H (-3.0924, -0.0501, -4.1606)

=====

Energy comparison, zero being the most stable, in kcal/mol: version a 0.0; version b 8.0.